Density functional theory data (ωB97M-V with the def2-TZVPD basis set) for a molecular structure, C48H104B2Cs2O24S12 at a distorted geometry.

```
192
Properties=species:S:1:pos:R:3:forces:R:3
Cs -11.94844 18.22438 -9.21482 0.3 -0.1 0.0
Cs -16.34555 19.59635 -9.93023 -0.5 0.0 -0.2
B -14.15921 19.77629 -7.41900 0.0 0.1 0.2
H -14.81336 20.38671 -6.81592 -2.6 2.5 2.2
H -13.14783 19.88497 -7.05908 4.0 0.2 1.4
H -14.51627 18.75811 -7.41069 -1.1 -4.1 0.3
H -14.20461 20.03743 -8.46494 0.2 1.6 -4.1
B -14.31308 17.63007 -11.46289 -0.1 -0.2 -0.1
H -13.87803 17.13203 -12.31549 1.9 -2.2 -3.0
H -13.96659 18.65183 -11.47655 1.4 4.1 0.2
H -15.37804 17.65685 -11.63435 -4.1 0.0 -0.6
H -14.13994 17.17788 -10.49864 0.9 -2.0 3.6
C -15.63034 16.33116 -7.14158 -1.6 -1.2 1.1
C -15.85896 15.65385 -8.50435 -0.5 0.5 -0.8
C -17.34348 15.07827 -8.61758 0.2 -0.2 0.4
S -18.02568 15.09842 -6.87545 1.5 -1.5 0.3
O -18.44031 13.74411 -6.46577 0.1 1.7 -0.7
O -18.89863 16.23789 -6.63551 0.7 -0.7 -0.4
C -16.34612 15.38171 -6.12391 -0.2 0.7 -0.6
H -16.17829 17.26560 -7.02048 0.3 0.2 -0.5
H -14.58834 16.51498 -6.87974 -0.1 -0.1 -0.2
H -15.08743 14.91323 -8.71489 -0.4 -0.7 0.5
H -15.58646 16.34185 -9.30466 -0.7 0.3 -0.2
H -17.43559 14.07433 -9.03196 0.8 -0.6 0.9
H -18.08431 15.46710 -9.31621 0.2 1.5 0.3
H -15.81795 14.43356 -6.02317 -0.4 -0.2 -0.1
H -16.51951 15.80985 -5.13662 0.0 0.1 -0.1
C -16.04710 14.35789 -13.54225 0.2 0.5 1.0
C -17.42159 14.07743 -12.85020 -0.2 -0.6 -0.6
C -18.02859 15.42267 -12.45629 1.0 0.6 -0.6
S -17.65940 16.43351 -13.92141 0.7 0.6 -0.9
O -17.25017 17.79020 -13.59544 -0.5 -0.6 0.1
O -18.68853 16.23473 -14.91923 0.0 0.0 0.4
C -16.19196 15.51737 -14.52532 -1.1 -0.1 0.3
H -15.53054 13.51392 -13.99939 -0.4 -0.2 0.0
H -15.40627 14.68543 -12.72362 0.3 0.1 0.1
H -17.30335 13.43036 -11.98105 0.2 0.2 0.1
H -18.06949 13.53342 -13.53750 -0.2 0.1 -0.1
H -17.41634 15.84457 -11.65926 -0.1 0.2 0.1
H -19.08800 15.58018 -12.25395 0.1 -0.5 -0.1
H -15.37065 16.22975 -14.60319 0.0 -0.2 0.3
H -16.50911 15.17313 -15.50971 0.1 0.0 0.0
C -11.59172 15.07890 -12.47987 0.9 0.6 -0.6
C -11.94995 13.62853 -12.18808 0.9 -0.7 -0.1
C -11.83601 12.77816 -13.49138 -0.8 -0.6 0.2
S -11.91205 13.88680 -14.89144 -1.5 1.3 -0.5
O -13.10937 13.66016 -15.74014 1.8 0.2 1.2
O -10.60497 14.00773 -15.49571 0.1 -0.6 -0.3
C -12.11431 15.39077 -13.89884 -1.2 -1.0 0.6
H -10.52608 15.29505 -12.40377 0.0 -0.2 0.0
H -12.09222 15.73126 -11.76431 0.0 0.1 -0.1
H -12.89222 13.64818 -11.64051 -0.6 -0.5 -0.9
H -11.30676 13.11138 -11.47607 0.4 0.5 0.1
H -12.58074 11.98292 -13.52395 -0.4 0.4 -0.3
H -10.92224 12.22153 -13.69945 0.5 0.4 0.7
H -13.19498 15.39948 -13.75677 -0.3 0.5 -0.3
H -11.79261 16.27021 -14.45668 0.2 -0.2 0.2
C -5.63228 17.05548 -11.44412 -0.5 1.6 0.4
C -5.66004 18.64090 -11.16315 -0.5 -1.0 0.1
C -7.10985 19.07925 -11.53086 -0.6 -1.3 1.1
S -8.21586 17.65213 -10.86188 0.7 -0.4 0.0
O -8.98637 17.12391 -11.98462 0.4 0.5 0.7
O -8.90256 17.87542 -9.57682 0.9 0.2 -1.5
C -6.79661 16.51524 -10.56505 0.1 1.1 -0.6
H -4.70708 16.59937 -11.09189 0.0 0.1 -0.3
H -5.75065 16.95810 -12.52329 -0.1 -0.6 0.1
H -4.91555 19.25335 -11.67182 -0.1 -0.4 -0.6
H -5.34337 18.75325 -10.12624 -0.7 0.3 0.3
H -7.29464 19.01641 -12.60325 0.1 0.0 0.0
H -7.57405 19.98939 -11.15103 0.5 0.1 0.2
H -7.15543 15.49740 -10.71785 0.1 0.1 -0.1
H -6.46276 16.68824 -9.54196 -0.4 -0.2 0.2
C -12.31731 17.51335 -17.83850 -0.6 0.2 1.3
C -13.75123 17.19126 -17.20723 1.3 -1.4 -2.1
C -14.58549 18.34942 -17.63591 -0.8 1.0 0.9
S -14.17749 18.95455 -19.33055 1.0 -1.6 -1.2
O -14.00015 20.39586 -19.24395 -0.5 -0.8 -0.1
O -14.91163 18.34284 -20.48388 1.0 1.3 2.8
C -12.53863 18.10565 -19.24256 0.0 -1.0 0.1
H -11.68456 16.62586 -17.82947 -0.3 -0.2 -0.5
H -11.71847 18.18961 -17.22845 -0.4 0.5 0.2
H -13.83456 16.88276 -16.16513 0.5 0.9 0.3
H -14.08157 16.25839 -17.66411 -0.1 -0.1 -0.5
H -14.17735 19.13240 -16.99680 -0.3 0.7 -0.3
H -15.65098 18.28022 -17.41676 -0.1 -0.1 -0.4
H -11.70318 18.71818 -19.58156 -0.3 0.2 0.1
H -12.62539 17.22696 -19.88169 -0.2 0.3 -0.5
C -13.73204 21.34741 -13.01443 1.4 -0.1 0.7
C -13.03595 22.71839 -12.92029 1.1 -0.9 -1.3
C -11.83779 22.50372 -11.96441 -0.5 0.1 0.5
S -11.01394 20.96073 -12.52406 -0.5 0.2 -1.3
O -10.65413 20.05656 -11.40730 0.0 1.5 -1.3
O -10.06186 21.29691 -13.61650 -1.1 -0.7 2.2
C -12.54192 20.29829 -13.26493 -1.2 0.4 -0.3
H -14.45896 21.39211 -13.82541 0.0 -0.5 0.1
H -14.22930 21.21687 -12.05328 -0.2 -0.6 -0.1
H -13.73833 23.53893 -12.77377 0.3 0.0 0.8
H -12.64707 22.86721 -13.92763 0.3 0.4 -0.1
H -12.27692 22.27912 -10.99239 0.2 -0.2 0.2
H -11.10886 23.29545 -11.79138 -0.1 -0.1 -0.4
H -12.63956 19.28264 -12.88149 -0.5 0.2 0.4
H -12.48969 20.17278 -14.34642 0.7 0.3 -0.1
C -17.06567 9.35759 -9.91329 0.2 0.4 -1.6
C -17.77508 10.34414 -10.89466 -0.2 0.0 0.5
C -16.78342 10.67308 -12.01861 0.3 0.6 1.6
S -15.32789 11.26862 -10.90410 -1.2 -2.5 -1.7
O -15.57848 12.61175 -10.41901 0.4 -0.3 -0.2
O -14.09580 10.85078 -11.57811 -0.7 1.0 1.1
C -15.74654 10.05725 -9.51834 0.4 0.4 -0.7
H -16.80673 8.50381 -10.53947 0.1 -0.3 0.2
H -17.71139 8.97930 -9.12079 0.2 0.4 0.2
H -17.98949 11.22125 -10.28409 -0.1 0.4 -0.3
H -18.74342 10.01227 -11.26920 0.2 -0.3 0.0
H -17.10744 11.42907 -12.73386 0.2 0.2 0.4
H -16.51116 9.78672 -12.59163 0.4 0.0 0.3
H -15.74280 10.67084 -8.61745 -0.3 -0.1 0.0
H -14.89445 9.37752 -9.51882 -0.1 0.0 0.2
C -17.72145 20.95791 -15.85978 0.2 -0.1 0.7
C -16.81917 22.26620 -16.05371 -1.9 -0.9 0.8
C -17.05715 23.15582 -14.78820 0.2 -0.8 0.3
S -18.14542 22.21917 -13.48969 0.9 -0.4 -0.8
O -19.57800 22.56580 -13.68487 2.3 -0.4 0.7
O -17.49413 22.25623 -12.13555 -1.4 0.0 -2.4
C -17.82398 20.58671 -14.35147 -0.2 1.7 0.3
H -17.35564 20.05555 -16.34970 0.4 0.2 -0.2
H -18.71323 21.09998 -16.28906 0.0 0.3 0.2
H -17.13761 22.77308 -16.96463 0.1 0.0 0.1
H -15.75952 22.02791 -16.14564 -0.1 -0.1 0.1
H -17.48838 24.14208 -14.95973 0.0 -0.2 0.0
H -16.04759 23.21314 -14.38125 -0.4 0.5 0.8
H -18.63824 19.93657 -14.03149 0.1 -0.1 -0.4
H -16.88215 20.21325 -13.94949 -0.1 0.0 0.0
C -13.01840 24.95767 -7.04390 1.6 0.6 0.4
C -13.45302 23.63662 -7.67149 0.4 0.0 -1.4
C -12.22263 22.70636 -7.85659 0.4 2.6 0.8
S -10.75122 23.95251 -8.25682 -1.4 0.4 0.6
O -10.45653 24.06195 -9.68927 -0.1 -0.5 1.3
O -9.67855 23.74608 -7.28267 -1.0 0.1 -1.1
C -11.77643 25.50268 -7.78585 0.1 -1.3 -1.3
H -12.64131 24.86921 -6.02504 -0.8 -0.2 0.4
H -13.77291 25.73585 -7.15903 -0.2 -0.2 0.5
H -13.87822 23.94915 -8.62524 -0.3 -0.4 -0.3
H -14.18867 23.05144 -7.11968 -0.1 0.3 0.1
H -12.30890 21.84491 -8.51883 0.1 0.3 0.2
H -12.09262 22.50917 -6.79249 1.0 -1.0 -0.3
H -12.10438 25.94733 -8.72544 0.2 -0.3 -0.3
H -11.12978 26.25586 -7.33567 -0.1 -0.4 0.6
C -22.88791 19.28498 -11.60489 0.1 0.6 -0.3
C -22.84491 18.33800 -10.41139 -0.6 -1.2 1.0
C -21.65695 17.32769 -10.49131 -0.4 0.7 0.2
S -20.53959 18.14722 -11.61666 0.9 0.5 -0.8
O -20.61990 17.48263 -12.90979 0.3 0.2 0.8
O -19.23529 18.34856 -10.96580 -1.1 -0.2 -0.6
C -21.44931 19.75225 -11.78521 0.5 -1.7 0.9
H -23.50961 20.15665 -11.40048 -0.1 -0.1 0.2
H -23.27075 18.87064 -12.53755 0.1 -0.4 0.1
H -23.74830 17.75987 -10.21709 -0.2 0.0 -0.7
H -22.80565 18.88279 -9.46812 0.6 0.4 -0.1
H -21.93336 16.35053 -10.88736 0.0 0.2 -0.3
H -21.14409 17.16471 -9.54341 0.0 0.2 0.0
H -21.15511 20.21344 -12.72799 0.0 0.1 0.3
H -21.13674 20.23992 -10.86186 0.1 0.7 -0.4
C -12.05251 12.14513 -6.51918 0.7 -0.7 1.4
C -13.28133 12.50783 -7.38231 0.0 -0.2 -0.3
C -12.81857 12.74359 -8.78563 1.3 0.5 -1.0
S -11.08741 13.35168 -8.61424 0.6 -0.3 -0.3
O -11.06332 14.78573 -8.92532 0.2 -1.2 0.1
O -10.22912 12.38567 -9.32747 -0.7 1.5 1.0
C -10.91818 13.12998 -6.71963 -1.4 1.5 -2.7
H -11.67082 11.14083 -6.70302 -0.3 -0.2 -0.3
H -12.24101 12.17367 -5.44598 -0.6 -0.2 0.0
H -13.79910 13.42530 -7.10254 0.0 -0.2 0.7
H -13.98632 11.68118 -7.47027 -0.1 0.1 0.7
H -13.34297 13.49589 -9.37482 -0.1 0.2 0.4
H -12.81188 11.86173 -9.42625 0.4 -0.2 0.2
H -11.30322 14.08738 -6.36860 0.3 0.3 0.0
H -9.86388 13.05634 -6.45293 -0.3 -0.8 0.0
C -8.78390 18.25740 -15.24727 -0.2 1.3 -1.4
C -8.69389 17.19962 -16.35053 0.6 0.3 -0.4
C -7.74736 17.81451 -17.46225 -0.9 0.6 0.3
S -8.34584 19.56417 -17.69931 -1.4 -0.6 0.5
O -9.47372 19.63509 -18.67189 2.1 -0.2 1.3
O -7.19935 20.46980 -17.81866 -1.3 -1.0 0.1
C -9.14091 19.58723 -15.98935 0.6 0.6 -0.4
H -7.78797 18.34798 -14.81366 -0.1 0.1 0.3
H -9.52226 18.01475 -14.48305 0.2 0.0 0.0
H -9.68961 16.95433 -16.71998 0.1 0.1 -0.3
H -8.33018 16.28578 -15.88074 0.3 -0.1 -0.5
H -7.70122 17.37570 -18.45895 -0.2 -0.3 0.2
H -6.73168 17.98231 -17.10402 0.0 -0.2 0.2
H -10.19842 19.74971 -16.19762 -0.1 -0.4 0.0
H -8.81550 20.51919 -15.52712 0.2 -0.3 0.2
```
Forces are in eV/Å.

Properties
Largest force on an atom = 4.41 eV/A
Molar mass = 1737.57 g/mol
LUMO level = -0.1117 eV
Frontier orbital gap = 9.447 eV
2S+1 = 1
ΔE to the lowest compared entry with this formula, charge and spin = 4.2 kcal per mole